# 1
# C6H14

An isolated molecule of C6H14 (ωB97M-V/def2-TZVPD, OMol25).

The largest force on an atom comes out at 0.0055 Eh/bohr. The spin multiplicity is 1. The frontier orbital gap comes out at 12.163 eV. The energy relative to the best compared isomer or geometry (same formula, charge and spin) is 6.7 kJ/mol. The total charge is 0.

Geometry (Å):
C -0.1430 1.0284 -2.3886
C 0.0185 1.1687 -0.8788
C -0.2178 -0.0926 -0.0305
C 0.6193 -1.2970 -0.4835
C 0.0403 0.2565 1.4429
C -0.4107 -0.8023 2.4462
H -1.1502 0.6903 -2.6629
H 0.0194 2.0019 -2.8628
H 0.5755 0.3246 -2.8206
H 1.0256 1.5479 -0.6530
H -0.6689 1.9613 -0.5430
H -1.2801 -0.3753 -0.1294
H 0.3959 -2.1915 0.1102
H 0.4236 -1.5600 -1.5284
H 1.6962 -1.1049 -0.3801
H -0.4783 1.1999 1.6608
H 1.1139 0.4612 1.5739
H 0.1468 -1.7390 2.3358
H -0.2690 -0.4553 3.4758
H -1.4754 -1.0285 2.3141


# 2
# C16H14ClF3NO6S

A structure of composition C16H14ClF3NO6S at a distorted geometry (ωB97M-V/def2-TZVPD, OMol25).

The largest force on an atom comes out at 0.0804 Eh/bohr. The spin multiplicity is 1. The frontier orbital gap comes out at 5.066 eV. The total charge is -1.

Geometry (Å):
C -5.7591 -3.3376 1.6149
C -4.2693 -3.5291 1.7442
O -3.6455 -2.2489 1.5387
C -2.2999 -2.3151 1.5751
C -1.6048 -1.0058 1.4138
Cl 0.0169 -1.1293 1.7454
C -2.2485 0.3239 1.5697
O -1.6219 1.3606 1.7068
O -3.6011 0.2631 1.5486
C -4.2626 1.5273 1.7499
C -5.7493 1.3057 1.6159
O -1.7033 -3.3665 1.7338
H -6.2502 -4.2967 1.7925
H -6.1396 -2.6187 2.3497
H -6.0294 -2.9961 0.6093
H -4.0132 -3.9015 2.7476
H -3.8985 -4.2331 0.9861
H -4.0250 1.9066 2.7547
H -3.9114 2.2407 0.9917
H -6.2591 2.2550 1.7929
H -6.0144 0.9625 0.6100
H -6.1229 0.5814 2.3482
F 2.2782 -2.8366 0.5058
C 2.7589 -1.8448 -0.2912
F 4.1125 -1.9038 -0.2275
F 2.3678 -2.1138 -1.5684
S 2.1492 -0.2276 0.2437
N 3.4288 0.6625 -0.7499
C 2.9613 1.4703 -1.8001
O 1.8010 1.6683 -2.1170
C 4.2260 2.0134 -2.4088
C 5.3132 1.6224 -1.6554
C 6.6023 2.0126 -2.0195
C 6.7567 2.7699 -3.1841
C 5.6442 3.1706 -3.9365
C 4.3563 2.8112 -3.5429
C 4.8113 0.8445 -0.4701
O 5.4285 0.4765 0.5098
H 7.4383 1.7153 -1.4017
H 7.7468 3.0606 -3.5181
H 5.7801 3.7689 -4.8367
H 3.4505 3.1110 -4.0710


# 3
# C22H48AsN2Si3W

A structure of composition C22H48AsN2Si3W at a distorted geometry (ωB97M-V/def2-TZVPD, OMol25).

The largest force on an atom comes out at 0.0795 Eh/bohr. The spin multiplicity is 1. The frontier orbital gap (alpha / beta) comes out at 5.630 / 5.630 eV. The energy relative to the best compared isomer or geometry (same formula, charge and spin) is 118.2 kJ/mol. The total charge is +3.

Geometry (Å):
W 0.2067 1.0402 -0.0364
C -0.3164 2.9016 -2.1260
N 0.5176 3.0060 -0.8834
C 0.0114 4.1228 0.0207
C 1.9387 3.1808 -1.3351
C 2.9036 2.2890 -0.6163
N 2.4268 0.8369 -0.4987
C 3.1795 0.0573 0.5406
C 2.7361 0.3191 -1.8365
H -0.0108 3.7204 -2.8359
H -1.4463 2.9350 -1.8681
H -0.0494 1.9615 -2.6484
H -0.1113 5.0550 -0.5153
H 0.6811 4.2932 0.8348
H -1.0074 3.8410 0.3736
H 2.3984 4.1799 -1.1697
H 2.0104 3.0109 -2.4004
H 2.9403 2.6067 0.4726
H 3.9191 2.2634 -0.9756
H 4.2455 -0.0735 0.2369
H 2.6977 -0.9097 0.6419
H 3.1912 0.5733 1.4651
H 3.7828 0.5755 -2.1254
H 2.0630 0.9531 -2.4787
H 2.4625 -0.7408 -1.8771
C -2.3500 -3.2697 -2.9747
Si -1.0806 -1.8782 -3.1402
C -1.7359 -0.1706 -3.7710
C 0.3195 -2.5015 -4.1412
As -0.1654 -1.3005 -0.8060
Si 0.9023 -3.0523 0.3639
C 2.4984 -3.5840 -0.5915
C 1.4035 -2.5382 2.1040
C -0.3800 -4.4814 0.3022
Si -2.3134 -0.5149 0.3458
C -2.3614 -1.1385 2.1692
C -3.7521 -1.2215 -0.6720
C -2.6903 1.3351 0.5898
H -3.3601 -2.7951 -3.2401
H -2.4919 -3.7555 -2.0165
H -2.2102 -4.0731 -3.7243
H -2.4306 0.4061 -3.0443
H -2.2131 -0.2319 -4.7519
H -0.8116 0.4924 -3.9285
H -0.0668 -2.5161 -5.1917
H 0.6061 -3.5433 -3.8642
H 1.1535 -1.7938 -4.2293
H 3.4733 -3.2008 -0.1353
H 2.4735 -3.4576 -1.6538
H 2.5061 -4.6788 -0.3563
H 2.2328 -3.1350 2.5218
H 0.6155 -2.6791 2.8152
H 1.6857 -1.5175 2.3193
H -0.7631 -4.7443 -0.6874
H -1.2727 -4.1943 0.9322
H 0.0792 -5.3672 0.7628
H -2.7079 -2.1950 2.1937
H -3.0991 -0.4490 2.7640
H -1.3937 -1.1128 2.6420
H -3.8628 -2.3218 -0.3682
H -3.6568 -1.0500 -1.7629
H -4.7387 -0.6768 -0.3516
H -2.7074 1.5596 1.6479
H -3.6903 1.5669 0.1935
H -2.0609 1.9938 -0.0603
C 0.0542 1.5434 1.6829
C -0.0134 1.8611 3.0103
C -0.9373 2.8180 3.5136
C -1.0701 3.0558 4.8535
C -0.2095 2.3869 5.7813
C 0.8336 1.5493 5.2965
C 0.9206 1.3360 3.9295
H -1.5909 3.2553 2.7791
H -1.7379 3.8184 5.1661
H -0.4133 2.3991 6.9014
H 1.4667 1.0548 5.9682
H 1.7444 0.7092 3.5546


# 4
# C4H14NO2

A cluster of 3 separate species, C4H14NO2 in total at a distorted geometry (ωB97M-V/def2-TZVPD, OMol25).

The largest force on an atom comes out at 0.0733 Eh/bohr. The spin multiplicity is 1. The frontier orbital gap comes out at 10.182 eV. The energy relative to the best compared isomer or geometry (same formula, charge and spin) is 219.0 kJ/mol. The total charge is +1.

Geometry (Å):
C -0.9548 -0.3667 1.2059
C -0.6993 1.0519 1.6178
C -1.7307 2.1097 1.7866
C -1.5775 3.3002 1.2107
N -1.3403 -0.3783 -0.2930
H -0.0875 -1.0043 1.2592
H -1.8251 -0.9359 1.5750
H -0.0369 1.0124 2.5200
H 0.1747 1.4219 0.9971
H -2.4953 1.8531 2.5229
H -2.3299 4.0709 1.3145
H -0.6531 3.6116 0.7347
H -0.5526 -0.1356 -0.9125
H -1.7385 -1.2492 -0.6416
H -1.9609 0.4224 -0.4503
H 5.3098 -1.6176 -3.5746
H 5.3751 -3.1785 -3.9215
O 4.8230 -2.4257 -3.7207
H 0.9200 -3.1435 -1.5451
H 0.7123 -2.1671 -0.3566
O 0.6675 -2.2517 -1.3284


One value per record, in order, for energy: -6449.339; -62106.051; -112841.919; -9952.491 eV.